{
  "formula": "C31H74BCl3FN2O12P2S7",
  "method": "ωB97M-V/def2-TZVPD",
  "species": ["C", "C", "C", "P", "O", "Cl", "C", "B", "O", "O", "C", "C", "C", "C", "C", "C", "N", "P", "C", "O", "C", "S", "C", "C", "C", "F", "N", "C", "C", "C", "S", "O", "O", "O", "C", "Cl", "C", "C", "Cl", "H", "H", "H", "H", "H", "H", "H", "H", "H", "H", "H", "H", "H", "H", "H", "H", "H", "H", "H", "H", "H", "H", "H", "H", "H", "H", "H", "H", "H", "H", "H", "H", "H", "H", "H", "H", "H", "H", "H", "H", "H", "H", "H", "H", "C", "S", "O", "C", "H", "H", "H", "H", "H", "H", "C", "S", "O", "C", "H", "H", "H", "H", "H", "H", "C", "S", "O", "C", "H", "H", "H", "H", "H", "H", "C", "S", "O", "C", "H", "H", "H", "H", "H", "H", "C", "S", "O", "C", "H", "H", "H", "H", "H", "H"],
  "xyz": [[-1.50492, -0.13411, 2.77956], [-0.94877, 0.26592, 1.41355], [0.36017, 1.04349, 1.09221], [1.85812, 0.61384, 2.27682], [2.49311, 2.08457, 2.45421], [1.09430, 0.40622, 4.17739], [-0.05000, 2.51817, 1.30673], [-0.28783, 3.04684, 2.82240], [-1.55526, 3.09673, 3.33260], [0.70077, 3.60600, 3.59873], [0.42995, 4.98014, 3.97937], [0.80985, 3.61166, 0.67229], [1.03435, 3.34187, -0.83753], [-0.30394, 3.75753, -1.50698], [-0.65546, 3.65113, -2.99761], [-1.62062, 4.77710, -3.38381], [-2.79526, 4.80821, -2.48488], [2.32861, 4.74012, -1.20154], [2.03095, 5.42156, -2.85458], [1.73234, 6.00639, -0.33380], [1.70254, 1.91399, -0.98715], [2.00011, 2.03862, -2.80634], [3.11038, 1.88079, -0.31846], [4.48681, 1.82418, -1.02113], [4.97325, 0.49978, -1.61111], [4.83240, 2.88694, -1.84210], [0.77566, 0.73401, -0.43519], [-0.52583, 0.58668, -1.21634], [-0.75331, 0.32634, -2.71123], [-1.01751, -1.17688, -3.01139], [-2.61558, -1.44209, -3.73925], [-2.95900, -0.32846, -4.56411], [-3.51267, -1.85098, -2.70319], [-2.37407, -2.71031, -4.63499], [1.48661, -0.62644, -0.47883], [2.01094, -0.92342, -2.17975], [0.70163, -1.88660, 0.07656], [0.99162, -2.17530, 1.55007], [1.18544, -3.44961, -0.71160], [-2.54855, -0.39148, 2.59937], [-1.06665, -1.07083, 3.12451], [-1.49761, 0.53533, 3.63474], [-1.77033, 0.76072, 0.89772], [-0.95858, -0.71518, 0.94474], [2.33409, 2.45854, 3.33645], [-1.04084, 2.65039, 0.86538], [-2.18383, 2.61066, 2.78647], [1.36846, 5.52088, 4.04777], [-0.12191, 5.00609, 4.91415], [-0.18728, 5.47943, 3.22802], [0.18824, 4.50708, 0.72142], [1.71701, 3.84040, 1.22016], [-0.38913, 4.82446, -1.27032], [-1.19104, 3.36584, -1.00241], [0.17697, 3.70596, -3.69131], [-1.21405, 2.74608, -3.23510], [-1.11289, 5.74650, -3.35141], [-1.94403, 4.61134, -4.41021], [-2.68322, 5.53415, -1.78782], [-3.61168, 5.07122, -3.02470], [1.07666, 5.94255, -2.94603], [2.81498, 6.16607, -2.99976], [2.14420, 4.68684, -3.64453], [2.26326, 6.10264, 0.46354], [2.86363, 1.07626, -3.14368], [3.23937, 1.02375, 0.34679], [3.20231, 2.69733, 0.38869], [5.15543, 1.94408, -0.15841], [6.03857, 0.39626, -1.40890], [4.48104, -0.31822, -1.09197], [4.85234, 0.43348, -2.69026], [-1.07837, -0.24741, -0.80783], [-1.13821, 1.43125, -0.92131], [-0.08277, 0.68427, -3.48171], [-1.70064, 0.81659, -2.94602], [-0.96308, -1.81333, -2.13166], [-0.27903, -1.56617, -3.71439], [-1.67704, -2.50341, -5.29180], [2.44860, -0.65292, 0.01264], [-0.37143, -1.92193, -0.07307], [0.50147, -3.11625, 1.78260], [2.06283, -2.31271, 1.68797], [0.57729, -1.42822, 2.21936], [1.06720, -4.13706, -6.27103], [1.65478, -2.44946, -6.29261], [0.44761, -1.55998, -6.23421], [2.22157, -2.43923, -7.99077], [0.62918, -4.33176, -5.29401], [0.31326, -4.27100, -7.04703], [1.90152, -4.81792, -6.43177], [1.39107, -2.68385, -8.65228], [3.02669, -3.16505, -8.09934], [2.59282, -1.44198, -8.21602], [-4.17203, -3.32975, 0.33474], [-3.18101, -2.86787, 1.75751], [-1.74603, -2.89717, 1.31186], [-3.48104, -4.36988, 2.68286], [-4.09132, -2.53868, -0.40961], [-3.79975, -4.26476, -0.08338], [-5.21056, -3.43540, 0.64673], [-3.15760, -5.22699, 2.09110], [-4.54318, -4.43842, 2.91150], [-2.91662, -4.32149, 3.60824], [-1.93876, -7.50788, -6.06038], [-0.70408, -7.14566, -4.80861], [0.63008, -7.30246, -5.44819], [-0.99819, -8.61010, -3.81388], [-1.89322, -6.72235, -6.81154], [-1.71910, -8.47181, -6.51894], [-2.92688, -7.51705, -5.60095], [-0.84235, -9.50034, -4.42279], [-2.01625, -8.58340, -3.42598], [-0.29050, -8.59899, -2.98792], [1.13580, 2.05654, 7.43238], [1.12777, 3.70027, 8.16071], [0.68536, 4.63454, 7.09395], [2.91120, 3.85941, 8.28986], [0.10248, 1.78180, 7.22728], [1.70453, 2.07434, 6.50229], [1.57274, 1.34948, 8.13802], [3.35975, 3.74930, 7.30236], [3.29390, 3.10097, 8.97261], [3.12717, 4.84928, 8.68540], [-1.58681, -1.33648, 6.49509], [-2.31352, -2.77341, 5.70098], [-3.52263, -2.30930, 4.96805], [-2.88036, -3.55784, 7.21179], [-1.20613, -0.68082, 5.71463], [-2.35148, -0.81826, 7.07402], [-0.76761, -1.65670, 7.13926], [-3.55599, -2.88421, 7.73824], [-2.02097, -3.80480, 7.83479], [-3.40695, -4.46935, 6.93749]],
  "atomic_forces_ev_per_a": [[-0.212, -0.291, 0.731], [-0.519, -0.955, -0.416], [-0.897, 0.598, 1.531], [0.824, -0.211, -0.672], [0.445, -0.234, 0.501], [-0.158, 0.026, 0.008], [0.690, 0.214, 0.190], [-0.291, -0.398, 0.534], [0.065, -0.132, -0.315], [-0.049, 0.572, -0.643], [-0.471, 0.013, 0.178], [-0.724, -0.179, -0.506], [-0.372, 0.804, 0.991], [-0.486, -0.037, -0.378], [-0.435, 0.294, -0.458], [-0.070, 0.157, 0.500], [-0.014, -0.030, -0.405], [1.385, -0.876, -0.093], [-0.266, 0.324, -0.127], [-0.482, 0.145, -0.041], [1.062, 0.963, -1.566], [-0.422, 0.158, -0.308], [0.139, -0.093, 0.467], [1.002, -0.226, 0.659], [-0.015, 0.310, -0.057], [-0.472, -0.246, -0.190], [0.139, -0.712, -0.057], [-1.130, 0.441, -0.255], [-0.369, -0.945, -0.812], [0.767, 0.172, -0.226], [-0.303, 0.306, 0.453], [0.151, 0.062, -0.101], [-0.082, -0.108, -0.010], [0.423, -0.268, -0.263], [0.066, -1.324, -1.142], [-0.367, -0.571, 0.425], [0.259, -0.637, 0.326], [0.058, -0.260, -0.285], [0.185, 0.470, -0.329], [-0.030, 0.079, 0.011], [0.050, 0.069, 0.018], [0.133, 0.435, -0.317], [0.114, 0.387, 0.091], [0.110, 0.280, 0.143], [-0.268, 0.429, -0.230], [-0.035, -0.211, -0.102], [-0.108, 0.212, 0.101], [0.111, -0.162, 0.194], [0.275, 0.012, 0.146], [0.062, -0.110, -0.149], [0.203, 0.149, 0.085], [0.099, -0.254, 0.039], [0.308, 0.073, 0.048], [0.203, -0.153, 0.205], [0.159, -0.054, 0.152], [0.305, -0.149, 0.187], [0.157, -0.029, -0.138], [-0.082, 0.022, -0.005], [-0.013, -0.046, 0.020], [-0.035, -0.071, 0.138], [-0.061, -0.093, 0.008], [0.030, 0.025, 0.092], [-0.018, -0.073, 0.057], [-0.065, 0.112, -0.026], [0.065, 0.106, 0.432], [-0.290, -0.144, -0.072], [-0.254, 0.205, -0.254], [-0.242, 0.186, 0.128], [0.029, 0.102, -0.091], [-0.047, -0.197, -0.211], [-0.255, -0.136, 0.005], [0.401, 0.025, 0.405], [0.396, 0.285, -0.151], [0.268, 0.230, 0.460], [0.058, 0.207, 0.285], [-0.172, -0.090, 0.009], [-0.088, 0.108, -0.077], [-0.162, 0.030, -0.101], [-0.184, 0.595, 0.456], [0.160, 0.317, -0.205], [-0.069, 0.095, 0.085], [0.039, 0.207, 0.154], [0.172, -0.143, 0.031], [-0.060, -0.073, -0.040], [0.110, 0.056, 0.067], [-0.282, -0.192, 0.234], [-0.024, 0.005, -0.104], [0.055, -0.002, 0.049], [0.010, 0.038, -0.039], [-0.024, -0.045, 0.055], [-0.026, 0.002, 0.028], [0.012, 0.001, 0.015], [-0.007, 0.012, 0.043], [0.073, 0.053, -0.112], [-0.489, -0.115, -0.081], [-0.108, -0.055, -0.077], [0.169, -0.228, -0.029], [0.013, -0.021, 0.003], [0.032, 0.002, 0.017], [0.002, 0.023, 0.032], [-0.004, 0.048, -0.064], [-0.003, 0.081, 0.022], [0.003, 0.041, -0.051], [-0.048, -0.074, -0.048], [-0.076, 0.110, 0.067], [0.012, 0.014, -0.045], [0.001, -0.102, 0.013], [0.024, 0.020, 0.017], [0.038, 0.006, 0.009], [0.001, 0.023, 0.007], [0.022, 0.021, -0.025], [0.001, 0.023, 0.002], [0.019, 0.035, -0.013], [0.048, -0.089, -0.023], [-0.052, -0.031, 0.137], [0.045, 0.017, -0.100], [0.094, -0.022, -0.020], [-0.019, 0.047, 0.009], [-0.008, 0.059, 0.020], [-0.010, 0.002, 0.009], [-0.038, 0.007, -0.015], [-0.010, 0.010, 0.018], [-0.040, 0.011, 0.007], [0.004, 0.097, 0.065], [0.106, -0.014, 0.127], [0.001, 0.107, 0.011], [-0.031, -0.019, 0.083], [-0.003, -0.023, -0.037], [-0.027, -0.022, -0.024], [0.007, -0.014, -0.021], [-0.010, 0.020, -0.039], [0.009, -0.015, -0.017], [0.007, 0.004, -0.037]],
  "e_tot_ev": -196273.494,
  "homo_lumo_gap_ha": 0.3143,
  "max_force_ha_per_bohr": 0.041,
  "charge": 1
}